(1)
DFT (the ωB97M-V functional and the def2-TZVPD basis) results for a molecular structure, C25H25AgAs2NO4 in a non-equilibrium geometry.

```
58
Properties=species:S:1:pos:R:3:forces:R:3:lowdin_charge:R:1
Ag -0.4350 0.4976 0.4832 -0.12 -0.11 -0.15 0.417
C 3.4702 0.0840 -2.0721 -0.03 -0.12 -0.08 -0.310
As 1.8743 0.8427 -1.2483 0.02 0.26 0.32 1.119
C 2.7730 2.1037 -0.0401 0.10 0.05 -0.12 -0.325
C 1.3732 2.1695 -2.6216 -0.08 0.01 -0.04 -0.411
C 2.3112 2.9836 -3.2516 -0.06 -0.01 0.00 -0.120
C 1.9200 3.9505 -4.1689 -0.06 -0.05 0.04 -0.099
C 0.5727 4.1135 -4.4606 0.03 -0.06 0.05 -0.100
C -0.3726 3.3033 -3.8438 0.08 -0.01 -0.02 -0.118
C 0.0137 2.3240 -2.9313 0.10 -0.02 0.02 -0.419
As -1.2784 1.1501 -2.0302 0.01 -0.08 0.03 1.100
C -2.9474 1.8454 -2.7733 -0.03 0.06 -0.01 -0.339
C -1.0728 -0.4098 -3.1825 0.05 0.02 0.00 -0.302
H 4.1711 0.8519 -2.3981 0.01 0.01 0.01 0.009
H 3.1720 -0.5381 -2.9132 -0.01 -0.02 -0.01 0.021
H 3.9409 -0.5570 -1.3283 0.02 0.00 0.00 0.023
H 3.4999 2.7298 -0.5618 -0.01 -0.02 0.02 0.012
H 3.2716 1.5382 0.7460 0.01 -0.03 0.01 0.020
H 2.0098 2.7252 0.4221 -0.03 0.04 0.04 0.011
H 3.3649 2.8723 -3.0187 -0.01 0.00 0.00 0.086
H 2.6621 4.5784 -4.6466 0.00 0.00 0.00 0.095
H 0.2561 4.8695 -5.1685 0.00 0.01 -0.01 0.096
H -1.4192 3.4395 -4.0839 0.00 0.02 -0.01 0.078
H -2.9642 1.8074 -3.8624 0.01 -0.01 -0.01 0.019
H -3.1012 2.8689 -2.4354 -0.03 0.03 0.00 0.019
H -3.7542 1.2301 -2.3801 -0.03 -0.03 0.00 0.017
H -1.0996 -0.1160 -4.2307 -0.02 0.03 -0.05 0.027
H -1.8692 -1.1180 -2.9607 -0.03 0.02 0.03 0.028
H -0.1260 -0.8914 -2.9390 0.00 -0.01 0.01 -0.005
O 1.1122 -2.2962 -1.4724 -0.01 0.21 0.06 -0.064
C 0.0919 -2.5056 -0.7965 -0.34 0.01 -0.17 -0.658
O -0.7893 -1.6911 -0.3975 0.40 -0.17 -0.02 -0.173
C -0.1928 -3.9691 -0.4554 0.01 -0.02 0.10 -0.112
C -1.1884 -4.3046 0.4548 -0.04 -0.02 0.04 -0.002
C -1.4436 -5.6314 0.7609 -0.12 0.02 0.04 -0.001
C -0.6955 -6.6120 0.1340 -0.24 -0.13 -0.18 -0.161
C 0.3017 -6.3073 -0.7739 0.08 -0.03 -0.13 -0.005
C 0.5502 -4.9752 -1.0601 0.08 -0.10 -0.01 -0.008
N -0.9682 -8.0307 0.4445 0.84 0.36 0.83 -0.358
O -0.2415 -8.8709 -0.0504 -0.19 -0.13 -0.40 0.054
O -1.8036 -8.2768 1.2922 -0.41 -0.05 -0.20 0.057
H -1.7542 -3.5030 0.9123 0.03 -0.03 -0.01 0.117
H -2.2084 -5.9155 1.4681 -0.01 0.01 0.01 0.113
H 0.8628 -7.1056 -1.2373 0.00 0.01 0.00 0.112
H 1.3291 -4.6867 -1.7542 -0.03 0.00 0.03 0.114
C -0.5942 1.2086 2.4323 0.07 0.08 -0.06 -0.195
C -0.7309 1.6609 3.5567 0.00 0.06 0.24 -0.228
C -0.8916 2.1805 4.8871 0.01 -0.02 -0.09 -0.281
C -0.0986 3.2391 5.3521 -0.02 -0.01 0.03 -0.056
C -0.2581 3.7452 6.6344 -0.01 -0.05 -0.04 -0.110
C -1.2125 3.2085 7.4909 0.00 -0.01 -0.07 -0.124
C -2.0053 2.1572 7.0460 0.04 0.00 -0.07 -0.109
C -1.8476 1.6493 5.7640 0.01 0.02 0.02 -0.053
H 0.6456 3.6562 4.6853 -0.01 0.00 0.02 0.106
H 0.3685 4.5647 6.9688 -0.01 -0.02 -0.02 0.092
H -1.3384 3.6059 8.4907 0.01 -0.01 -0.01 0.088
H -2.7522 1.7279 7.7042 0.01 0.00 -0.02 0.092
H -2.4639 0.8290 5.4186 0.00 0.01 0.01 0.108
```
Forces are in eV/Å.

Properties
Net charge: -1
Frontier orbital gap in eV: 6.88
Maximum force in eV Å⁻¹: 1.238
DFT total energy in a.u.: -5941.815517

=====

(2)
DFT (the ωB97M-V functional and the def2-TZVPD basis) results for C25H25BrN6O4 in the gas phase in a non-equilibrium geometry.

```
61
Properties=species:S:1:pos:R:3:forces:R:3:lowdin_charge:R:1
N 2.2991 1.5608 -3.7016 0.55 0.17 -0.22 0.178
C 1.0001 1.4497 -3.3859 -0.08 -0.48 0.19 -0.545
O 0.1598 2.2732 -3.6811 -0.37 0.36 -0.13 0.040
C 0.6586 0.1678 -2.6285 0.00 0.24 -0.13 -0.026
H 0.8602 -0.6708 -3.2985 -0.01 0.00 0.02 0.133
H -0.4080 0.1872 -2.4052 0.07 0.03 -0.09 0.099
C 1.4826 -0.0043 -1.3302 0.06 0.05 -0.12 -0.237
N 2.1722 -1.2892 -1.3186 -0.08 -0.09 0.17 0.125
C 3.3126 -1.4982 -2.0033 -0.28 -0.29 0.23 -0.425
O 3.8332 -0.6348 -2.6940 0.20 0.20 -0.13 0.057
C 3.9154 -2.8541 -1.8585 0.23 -0.23 -0.09 -0.129
C 5.2980 -2.9631 -1.9843 -0.20 0.10 0.01 -0.005
C 5.9230 -4.1894 -1.8716 0.00 -0.14 0.03 -0.109
C 5.1511 -5.3178 -1.6473 0.03 -0.17 0.01 -0.675
C 3.7718 -5.2356 -1.5431 0.11 -0.17 0.03 -0.119
C 3.1567 -4.0019 -1.6467 0.12 0.20 -0.01 -0.026
H 2.0789 -3.9526 -1.5917 -0.10 0.01 0.00 0.113
H 3.1864 -6.1284 -1.3861 -0.03 -0.06 0.00 0.102
Br 5.9951 -7.0156 -1.4919 -0.10 0.21 -0.02 0.737
H 6.9950 -4.2718 -1.9608 0.07 -0.01 0.00 0.104
H 5.8731 -2.0693 -2.1714 0.04 0.07 -0.03 0.122
H 1.7966 -2.0107 -0.7250 0.18 0.02 0.04 0.132
C 0.6191 0.0986 -0.1032 0.03 0.03 0.17 -0.179
C 0.8961 0.9991 0.8993 -0.04 0.00 0.02 0.069
C 0.0799 1.1009 2.0271 -0.46 -0.77 -1.00 -0.084
C -1.1227 0.3599 2.1285 0.48 0.16 -0.01 -0.143
N -2.0503 0.6230 3.0855 -0.06 -0.13 0.14 -0.067
C -3.1922 -0.2367 3.3007 -0.15 -0.08 -0.07 -0.113
H -3.4679 -0.1299 4.3541 0.02 -0.10 -0.04 0.126
C -4.3685 0.2015 2.3897 -0.11 -0.24 -0.01 -0.130
N -4.1926 1.5985 2.0427 -0.38 0.01 0.14 -0.076
C -3.5864 1.8678 0.8249 -0.02 0.01 -0.46 -0.296
N -3.6092 0.8842 -0.0742 -0.23 0.07 0.22 0.107
C -3.0564 1.0814 -1.2596 0.12 0.17 -0.18 -0.149
C -2.4275 2.2526 -1.6326 -0.02 0.04 -0.06 -0.069
C -2.4263 3.2909 -0.7090 -0.04 -0.18 0.02 -0.053
C -3.0167 3.1139 0.5243 0.04 0.02 0.08 -0.011
H -3.0292 3.9267 1.2320 0.01 0.05 0.10 0.101
H -1.9602 4.2338 -0.9536 0.03 0.09 -0.01 0.111
H -1.9468 2.3597 -2.5907 0.05 -0.03 -0.12 0.081
H -3.1230 0.2356 -1.9336 0.07 -0.01 -0.16 0.109
C -3.7712 2.3397 3.2107 0.20 0.07 -0.05 -0.126
H -3.8712 3.4126 3.0532 -0.02 -0.02 0.10 0.115
H -4.4369 2.0628 4.0311 0.02 0.07 -0.04 0.124
C -2.3000 1.9795 3.5321 -0.10 0.28 0.21 -0.120
H -2.0799 2.0796 4.6002 -0.02 0.11 -0.10 0.126
H -1.6541 2.6650 2.9812 -0.04 -0.08 0.08 0.116
H -4.3941 -0.3621 1.4580 -0.06 -0.03 0.25 0.099
H -5.3204 0.0815 2.9147 0.04 -0.06 -0.01 0.121
H -2.9192 -1.2773 3.1353 -0.04 0.01 0.08 0.119
C -1.3147 -0.6362 1.1499 0.10 -0.12 0.09 0.000
C -0.4729 -0.7584 0.0751 0.17 0.18 0.14 -0.028
H -0.6857 -1.5122 -0.6692 -0.11 -0.10 -0.13 0.126
H -2.1724 -1.2836 1.2034 -0.16 0.01 0.01 0.107
N 0.5966 1.8743 3.1079 0.31 0.35 0.77 -0.363
O 1.4149 2.7402 2.8540 0.06 0.18 0.01 0.074
O 0.2428 1.5878 4.2409 0.17 0.04 0.01 0.070
H 1.7701 1.6319 0.8565 0.05 0.01 -0.03 0.131
H 2.2573 0.7706 -1.2930 -0.14 -0.13 0.04 0.148
H 2.9721 0.8410 -3.4567 -0.08 0.04 0.03 0.062
H 2.6081 2.3705 -4.2125 -0.11 0.01 0.02 0.116
```
Forces are in eV/Å.

Properties
Frontier orbital gap in eV: 7.73
Maximum force in eV Å⁻¹: 1.347
DFT total energy in a.u.: -4171.145770
SMILES: NC(=O)C[C@H](NC(=O)c1ccc(Br)cc1)c1ccc(N2CCN(c3ccccn3)CC2)c([N+](=O)[O-])c1

=====

(3)
DFT (the ωB97M-V functional and the def2-TZVPD basis) results for a molecular structure, C25H25F4N4O2Pd.

```
61
Properties=species:S:1:pos:R:3:forces:R:3:lowdin_charge:R:1
Pd 0.9025 0.5729 0.0104 0.12 -0.03 -0.16 1.080
C 4.3662 0.5676 0.7766 0.00 0.01 -0.02 -0.053
C 3.9677 0.8510 -0.6592 -0.01 0.05 0.00 -0.209
N 2.6518 0.2797 -1.1241 -0.01 0.01 0.04 -0.258
C 2.4515 0.6729 -2.5601 -0.02 0.00 -0.02 -0.209
C 2.0765 2.1301 -2.7485 0.02 0.00 -0.01 -0.059
C 2.7722 -1.2006 -0.9902 -0.01 -0.03 0.00 -0.152
C 1.5112 -1.9353 -1.4008 -0.04 -0.04 0.01 -0.121
N 0.3336 -1.0935 -1.1164 0.14 -0.02 0.05 0.061
C -0.8554 -1.4428 -1.4569 -0.01 -0.02 0.00 -0.093
C -1.9444 -0.4486 -1.3811 -0.16 0.00 -0.01 -0.112
F -1.6161 0.8109 -1.3098 0.04 0.00 0.08 0.177
C -3.2498 -0.8117 -1.5478 0.04 -0.02 -0.09 -0.193
F -4.1929 0.0988 -1.5054 -0.02 0.02 0.00 0.192
C -3.5732 -2.1461 -1.8030 -0.10 0.09 0.02 0.256
C -2.5832 -3.1362 -1.9555 0.12 -0.07 -0.02 -0.178
F -2.9389 -4.3647 -2.2041 0.01 0.03 0.01 0.218
C -1.2656 -2.8123 -1.8409 -0.10 0.02 -0.03 -0.079
F -0.3597 -3.7416 -1.9334 0.07 -0.01 -0.04 0.209
H 5.3104 1.0796 0.9633 -0.02 0.03 0.01 0.107
H 4.5522 -0.4866 0.9715 0.02 0.00 -0.01 0.083
H 3.6444 0.9338 1.5047 -0.08 0.03 0.02 0.063
H 4.7242 0.4397 -1.3339 -0.02 -0.02 -0.02 0.144
H 3.9444 1.9164 -0.8606 -0.01 0.05 0.05 0.095
H 1.6644 0.0434 -2.9745 -0.01 0.01 0.01 0.110
H 3.3727 0.4328 -3.0975 0.00 0.00 0.00 0.145
H 1.1793 2.3939 -2.1820 -0.01 -0.01 -0.01 0.066
H 1.8597 2.3035 -3.8020 0.00 0.00 0.00 0.103
H 2.8823 2.8131 -2.4842 0.01 0.00 0.00 0.081
H 2.9920 -1.4154 0.0523 0.00 0.00 0.00 0.116
H 3.6148 -1.5628 -1.5861 0.01 0.03 0.00 0.160
H 1.4394 -2.8702 -0.8386 0.01 0.00 -0.02 0.153
H 1.4998 -2.2019 -2.4583 -0.01 0.01 -0.01 0.151
H -4.6168 -2.4274 -1.9365 0.02 -0.03 -0.01 0.192
O -6.2628 -2.7987 1.3904 0.15 -0.09 0.02 0.185
C -5.0115 -3.1099 1.0672 -0.29 0.37 0.07 -0.474
O -4.7467 -4.1222 0.4871 0.11 -0.08 -0.25 0.153
C -3.9053 -2.1020 1.3311 0.09 -0.16 0.11 -0.098
C -2.6082 -2.6158 1.2640 0.05 -0.01 0.23 0.009
C -1.5152 -1.7764 1.3386 -0.05 -0.12 -0.01 -0.007
C -1.7192 -0.3991 1.4700 0.12 0.15 -0.02 -0.259
C -3.0017 0.1180 1.6082 -0.10 -0.07 -0.04 0.011
C -4.0926 -0.7422 1.5577 -0.02 0.18 -0.11 0.027
N -0.6021 0.4993 1.4368 -0.20 -0.19 0.05 -0.003
C -0.4401 1.3332 2.3954 0.01 0.09 -0.05 0.004
C 0.5848 2.3523 2.2491 -0.01 -0.04 0.02 -0.225
C 0.7236 3.3967 3.1354 -0.01 0.00 0.01 0.055
C 1.6078 4.4299 2.8239 0.01 0.02 0.00 0.034
C 2.2828 4.3774 1.6227 0.00 0.02 0.02 0.032
C 2.1087 3.2770 0.7874 0.04 -0.08 0.00 -0.067
N 1.3059 2.2644 1.0983 0.07 0.01 0.02 -0.009
H -6.3521 -2.0343 1.9729 0.01 -0.01 0.07 0.128
H -2.4915 -3.6867 1.1493 0.04 0.01 0.02 0.148
H -0.5093 -2.1789 1.3125 0.00 0.01 0.05 0.130
H -3.1530 1.1854 1.7110 -0.02 0.00 0.00 0.141
H -5.0812 -0.3057 1.6315 -0.04 -0.05 0.01 0.141
H -1.0885 1.3206 3.2684 0.02 0.01 0.01 0.168
H 0.1367 3.4176 4.0443 0.00 0.00 0.00 0.145
H 1.7384 5.2645 3.5000 0.00 0.00 0.00 0.144
H 2.9494 5.1714 1.3155 0.00 0.00 0.00 0.141
H 2.6255 3.2215 -0.1558 0.05 -0.03 -0.05 0.100
```
Forces are in eV/Å.

Properties
Net charge: +3
Frontier orbital gap (spin up / spin down) in eV: 5.23 / 5.23
Maximum force in eV Å⁻¹: 0.475
Energy above the lowest of the compared OMol25 structures with the same formula, charge and spin in kcal per mole: 27.8
DFT total energy in a.u.: -1863.448306

=====

(4)
DFT (the ωB97M-V functional and the def2-TZVPD basis) results for C25H25FN4 in the gas phase.

```
55
Properties=species:S:1:pos:R:3:forces:R:3:lowdin_charge:R:1
C -2.2547 -0.5678 2.5647 0.07 0.04 -0.04 -0.009
C -2.3185 0.5119 1.5411 0.01 -0.16 -0.13 -0.244
C -2.0832 0.5224 0.1894 0.01 -0.12 0.13 -0.102
C -2.3310 1.8590 -0.2635 -0.14 0.27 0.37 -0.119
C -2.2816 2.4865 -1.5083 -0.01 -0.01 0.04 -0.034
C -2.6007 3.8234 -1.5887 0.02 0.05 -0.23 -0.100
C -2.9704 4.5546 -0.4573 -0.04 0.09 0.10 -0.101
C -3.0345 3.9615 0.7853 -0.03 0.06 0.06 -0.025
C -2.7152 2.6135 0.8698 0.09 0.12 -0.57 -0.202
N -2.6978 1.7706 1.9421 -0.03 -0.07 0.30 0.129
H -2.9280 2.0219 2.8885 0.02 -0.03 -0.09 0.162
H -3.3238 4.5215 1.6625 -0.03 0.09 0.07 0.106
H -3.2117 5.6019 -0.5621 -0.02 0.08 0.01 0.098
H -2.5669 4.3233 -2.5457 0.01 0.03 -0.08 0.097
H -2.0020 1.9373 -2.3955 0.04 -0.04 -0.10 0.102
C -1.5928 -0.5860 -0.7058 0.09 0.15 0.07 -0.208
N -0.1373 -0.7439 -0.7227 -0.03 -0.01 -0.13 -0.122
C 0.4697 -0.8949 0.5858 0.24 -0.19 0.02 -0.158
C 1.9313 -1.2942 0.4106 -0.21 -0.17 0.26 -0.129
N 2.6293 -0.2643 -0.3317 -0.32 0.18 0.10 -0.091
C 3.9961 -0.1072 -0.1797 0.39 0.07 0.10 -0.166
C 4.5732 0.0548 1.0884 0.08 -0.04 0.09 -0.201
C 5.9216 0.2616 1.2785 -0.14 -0.05 0.00 -0.019
C 6.7657 0.3384 0.1836 -0.01 0.00 -0.07 -0.097
C 6.2312 0.2023 -1.0845 0.18 0.04 0.01 -0.096
C 4.8788 -0.0203 -1.2627 -0.17 -0.10 0.09 -0.023
H 4.5008 -0.1462 -2.2645 -0.08 -0.02 -0.08 0.102
H 6.8745 0.2578 -1.9501 0.05 0.01 -0.07 0.102
H 7.8216 0.5061 0.3235 0.10 0.02 0.02 0.100
H 6.2921 0.3775 2.2851 -0.01 0.01 0.12 0.117
F 3.7880 0.0311 2.1996 0.02 0.04 -0.26 0.047
C 2.0225 -0.0659 -1.6274 -0.20 0.24 -0.07 -0.153
H 2.5256 0.7539 -2.1423 0.00 -0.06 0.00 0.124
C 0.5507 0.3082 -1.4421 0.24 0.01 -0.18 -0.159
H 0.0936 0.4241 -2.4276 -0.02 0.02 0.01 0.123
H 0.4923 1.2745 -0.9122 0.01 -0.04 -0.07 0.134
H 2.0836 -0.9766 -2.2448 0.03 0.06 -0.04 0.133
H 2.3871 -1.4408 1.3866 0.01 0.03 -0.07 0.118
H 1.9765 -2.2474 -0.1422 -0.01 0.01 0.06 0.131
H -0.0525 -1.6783 1.1352 0.00 -0.01 0.05 0.116
H 0.4257 0.0405 1.1676 -0.02 -0.07 0.00 0.136
C -2.2776 -1.9072 -0.4457 -0.15 -0.29 -0.08 -0.171
C -1.6069 -3.1189 -0.5647 -0.13 0.13 0.04 -0.014
C -2.3069 -4.2939 -0.3429 0.19 0.00 -0.05 -0.143
N -3.5916 -4.3346 -0.0341 -0.22 -0.51 0.09 0.051
C -4.2371 -3.1832 0.0527 -0.13 0.29 -0.02 -0.146
C -3.6358 -1.9518 -0.1431 0.12 -0.12 -0.06 -0.022
H -4.2076 -1.0402 -0.0597 -0.07 0.08 0.04 0.120
H -5.2900 -3.2562 0.2930 -0.10 0.09 0.02 0.103
H -1.8155 -5.2558 -0.4167 0.13 -0.03 -0.03 0.103
H -0.5629 -3.1345 -0.8311 0.12 -0.01 -0.01 0.105
H -1.8695 -0.3097 -1.7338 0.05 -0.01 0.12 0.156
H -2.1660 -1.5437 2.0991 0.00 -0.04 0.05 0.068
H -1.4016 -0.4186 3.2281 0.05 -0.03 0.05 0.088
H -3.1600 -0.5578 3.1723 -0.05 -0.07 0.05 0.088
```
Forces are in eV/Å.

Properties
Frontier orbital gap in eV: 8.63
Maximum force in eV Å⁻¹: 0.594
Energy above the lowest of the compared OMol25 structures with the same formula, charge and spin in kcal per mole: 0.0
DFT total energy in a.u.: -1286.562433
SMILES: Cc1[nH]c2ccccc2c1[C@H](c1ccncc1)N1CCN(c2ccccc2F)CC1